1.
Formula: C44H33I2N2OP2PdS4
Source: OMol25
Level of theory: the ωB97M-V functional and the def2-TZVPD basis

Values from the calculation:
Lowest unoccupied orbital energy ... -4.6 eV
E_HOMO ... -9.7 eV
Orbital gap ... 5.10 eV
Electronic energy ... -132783.2355 eV

The geometry in ORCA input format:
```
! wB97M-V def2-TZVPD RIJCOSX def2/J DEFGRID3
* xyz 1 1
Pd -0.480 -0.885 0.708
O -0.762 -1.020 4.045
S -1.294 -0.438 2.819
C -3.059 -0.559 2.804
C -3.786 -0.325 3.960
C -5.169 -0.335 3.875
C -5.789 -0.567 2.650
C -5.040 -0.861 1.520
C -3.652 -0.896 1.603
P -2.600 -1.608 0.287
C -3.562 -1.305 -1.198
C -4.092 -2.331 -1.970
C -4.769 -2.024 -3.141
C -4.917 -0.703 -3.535
C -4.387 0.324 -2.763
C -3.704 0.025 -1.598
C -2.662 -3.385 0.628
C -3.857 -4.018 0.972
C -3.874 -5.381 1.210
C -2.702 -6.121 1.108
C -1.511 -5.496 0.771
C -1.490 -4.130 0.534
C -1.022 1.331 2.899
C -1.973 2.275 3.266
C -1.574 3.596 3.395
C -0.249 3.960 3.175
C 0.684 3.008 2.797
C 0.291 1.684 2.643
P 1.373 0.371 1.997
C 2.857 0.332 3.014
C 2.899 -0.585 4.063
C 3.995 -0.608 4.911
C 5.046 0.274 4.707
C 5.005 1.186 3.659
C 3.912 1.221 2.810
C 1.835 0.958 0.353
C 0.680 1.491 -0.405
C 0.459 1.322 -1.708
C 1.397 0.634 -2.645
C 3.190 0.181 -1.594
C 2.958 0.461 -0.158
H -3.278 -0.130 4.897
H -5.764 -0.147 4.758
H -6.869 -0.548 2.582
H -5.533 -1.090 0.583
H -3.965 -3.364 -1.674
H -5.171 -2.821 -3.750
H -5.441 -0.471 -4.452
H -4.501 1.354 -3.075
H -3.274 0.822 -0.999
H -4.775 -3.449 1.057
H -4.803 -5.867 1.478
H -2.719 -7.186 1.297
H -0.597 -6.070 0.697
H -0.553 -3.646 0.282
H -3.001 1.999 3.445
H -2.302 4.344 3.675
H 0.052 4.993 3.290
H 1.711 3.293 2.610
H 2.072 -1.267 4.219
H 4.031 -1.317 5.727
H 5.904 0.250 5.365
H 5.827 1.871 3.503
H 3.886 1.927 1.990
H -0.050 2.054 0.168
H -0.439 1.742 -2.146
H 0.995 0.611 -3.655
H 4.199 -0.184 -1.770
H 3.685 0.014 0.511
I -0.745 -2.264 -2.944
I -2.118 -2.949 -5.346
S 4.006 -0.412 -5.964
C 3.450 -0.124 -4.453
S 2.699 -1.507 -3.664
C 2.046 -0.696 -2.164
N 2.776 1.244 -2.564
N 3.480 1.061 -3.778
C 4.212 2.216 -4.208
C 5.539 2.101 -4.590
C 6.236 3.236 -4.974
C 5.614 4.476 -4.971
C 4.288 4.582 -4.574
C 3.584 3.452 -4.190
S 1.198 -1.896 -1.121
H 6.020 1.133 -4.593
H 7.271 3.148 -5.275
H 6.162 5.358 -5.275
H 3.798 5.546 -4.566
H 2.554 3.526 -3.867
*
```

2.
Formula: C44H33O6PS
Source: OMol25
Level of theory: the ωB97M-V functional and the def2-TZVPD basis

Values from the calculation:
Lowest unoccupied orbital energy ... -1.1 eV
E_HOMO ... -8.5 eV
Orbital gap ... 7.40 eV
Structure (SMILES) ... O=C1c2ccccc2C(=O)c2ccccc21.O=C1c2ccccc2C(=O)c2ccccc21.O=C1c2ccccc2C(=O)c2ccccc21.CC[PH3]S
Electronic energy ... -78572.5563 eV

The geometry in ORCA input format:
```
! wB97M-V def2-TZVPD RIJCOSX def2/J DEFGRID3
* xyz 0 1
C 7.393 5.879 -0.284
C 6.281 4.841 -0.376
P 4.571 5.694 -0.297
S 2.710 6.921 -0.160
H 7.339 6.557 -1.131
H 8.368 5.406 -0.275
H 7.311 6.472 0.624
H 6.385 4.348 -1.336
H 6.417 4.136 0.437
H 4.067 4.751 0.617
H 5.198 6.902 0.089
H 4.322 5.422 -1.652
H 1.721 6.103 -0.553
C 3.384 -3.234 -0.346
C 2.011 -3.449 -0.279
C 1.133 -2.445 -0.649
C 1.624 -1.218 -1.080
C 3.003 -0.998 -1.131
C 3.879 -2.013 -0.769
C 3.554 0.320 -1.552
O 4.751 0.513 -1.599
C 2.591 1.400 -1.905
C 3.076 2.656 -2.247
C 2.196 3.671 -2.581
C 0.826 3.435 -2.586
C 0.338 2.186 -2.246
C 1.214 1.167 -1.894
C 0.664 -0.155 -1.485
O -0.535 -0.353 -1.470
H 4.068 -4.022 -0.062
H 1.625 -4.401 0.062
H 0.066 -2.606 -0.605
H 4.944 -1.838 -0.818
H 4.144 2.831 -2.243
H 2.574 4.652 -2.837
H 0.139 4.231 -2.845
H -0.727 2.000 -2.245
C -4.283 9.205 -1.154
C -5.601 8.962 -0.785
C -5.983 7.702 -0.357
C -5.049 6.676 -0.303
C -3.728 6.917 -0.688
C -3.348 8.186 -1.107
C -2.716 5.826 -0.671
O -1.567 6.031 -1.008
C -3.157 4.470 -0.243
C -2.237 3.432 -0.257
C -2.619 2.160 0.134
C -3.924 1.927 0.556
C -4.846 2.960 0.577
C -4.468 4.234 0.172
C -5.477 5.330 0.174
O -6.613 5.134 0.552
H -3.986 10.192 -1.482
H -6.332 9.758 -0.830
H -7.005 7.507 -0.063
H -2.322 8.366 -1.395
H -1.225 3.624 -0.582
H -1.903 1.348 0.105
H -4.222 0.934 0.866
H -5.862 2.785 0.902
C -2.999 -7.346 4.792
C -2.328 -6.203 4.369
C -1.470 -6.263 3.285
C -1.273 -7.468 2.623
C -1.935 -8.618 3.058
C -2.803 -8.550 4.140
C -1.715 -9.930 2.386
O -2.297 -10.927 2.757
C -0.756 -9.981 1.247
C -0.500 -11.200 0.633
C 0.379 -11.264 -0.434
C 1.002 -10.110 -0.897
C 0.754 -8.893 -0.287
C -0.121 -8.824 0.790
C -0.358 -7.510 1.449
O 0.182 -6.501 1.043
H -3.674 -7.295 5.636
H -2.477 -5.265 4.886
H -0.950 -5.378 2.946
H -3.318 -9.443 4.465
H -0.991 -12.092 0.995
H 0.579 -12.215 -0.909
H 1.684 -10.162 -1.735
H 1.236 -7.993 -0.640
*
```

3.
Formula: C44H36CuF5N3O3P2S3
Source: OMol25
Level of theory: the ωB97M-V functional and the def2-TZVPD basis

Values from the calculation:
Lowest unoccupied orbital energy ... 0.6 eV
E_HOMO ... -5.4 eV
Orbital gap ... 6.05 eV
Electronic energy ... -166139.3971 eV

The geometry in ORCA input format:
```
! wB97M-V def2-TZVPD RIJCOSX def2/J DEFGRID3
* xyz -1 1
Cu 0.672 0.630 -1.646
C -1.745 -0.891 -0.293
C -1.246 -1.121 1.163
P -0.324 0.305 1.941
C -1.169 0.372 3.572
C -1.688 1.594 3.985
C -2.344 1.711 5.205
C -2.488 0.602 6.022
C -1.976 -0.627 5.617
C -1.322 -0.739 4.402
C 1.296 -0.356 2.501
C 2.259 0.604 2.802
C 3.495 0.244 3.320
C 3.786 -1.094 3.537
C 2.833 -2.062 3.244
C 1.600 -1.695 2.730
P -1.533 0.833 -0.889
C -2.524 1.830 0.284
C -3.630 1.302 0.944
C -4.384 2.094 1.798
C -4.047 3.425 1.994
C -2.952 3.962 1.329
C -2.197 3.167 0.482
C -2.561 1.023 -2.375
C -3.647 0.217 -2.707
C -4.424 0.508 -3.818
C -4.151 1.638 -4.579
C -3.089 2.460 -4.240
C -2.284 2.142 -3.157
H -2.794 -1.182 -0.376
H -1.197 -1.532 -0.986
H -0.659 -2.037 1.212
H -2.120 -1.276 1.799
H -1.586 2.458 3.338
H -2.743 2.669 5.512
H -2.997 0.689 6.973
H -2.086 -1.497 6.252
H -0.920 -1.699 4.100
H 2.034 1.651 2.626
H 4.229 1.009 3.546
H 4.750 -1.385 3.938
H 3.051 -3.111 3.412
H 0.879 -2.468 2.495
H -3.915 0.268 0.795
H -5.237 1.668 2.311
H -4.635 4.043 2.660
H -2.685 5.002 1.473
H -1.335 3.587 -0.024
H -3.869 -0.673 -2.132
H -5.198 -0.177 -4.135
H -4.734 1.823 -5.469
H -2.857 3.327 -4.847
H -1.426 2.765 -2.919
N 6.623 2.692 1.465
C 5.402 3.195 1.704
S 5.141 4.367 2.827
C 4.299 2.589 0.902
C 4.390 1.304 0.387
C 3.327 0.776 -0.325
N 2.200 1.461 -0.543
C 2.109 2.696 -0.041
C 3.121 3.295 0.681
H 7.404 3.072 1.971
H 6.798 2.076 0.690
H 5.237 0.657 0.577
H 3.341 -0.245 -0.688
H 1.169 3.207 -0.209
H 3.000 4.290 1.085
F 4.670 -6.080 2.530
C 4.012 -5.207 1.750
C 2.641 -5.307 1.585
F 1.970 -6.283 2.213
C 1.972 -4.402 0.782
F 0.639 -4.534 0.686
C 2.619 -3.364 0.107
S 1.776 -2.197 -0.852
C 3.999 -3.292 0.314
F 4.707 -2.294 -0.246
C 4.691 -4.187 1.107
F 6.016 -4.061 1.277
N 0.961 -0.514 -3.322
C -0.152 -0.831 -4.187
C -0.862 -2.003 -3.960
C -1.990 -2.282 -4.714
C -2.411 -1.402 -5.699
C -1.675 -0.254 -5.945
C -0.546 0.037 -5.191
S -3.943 -1.712 -6.594
O -3.567 -2.596 -7.683
O -4.378 -0.385 -7.017
O -4.807 -2.326 -5.591
H 1.720 -0.102 -3.855
H 1.337 -1.383 -2.934
H -0.532 -2.683 -3.181
H -2.575 -3.172 -4.522
H -2.025 0.431 -6.706
H 0.002 0.959 -5.358
*
```